Molecular formula: C22H49IO8S5
Method: DFT, the ωB97M-V functional and the def2-TZVPD basis

Cartesian coordinates (Å):
C 1.08614 -0.15634 2.01834
C 0.34315 0.15390 1.12629
C -0.43966 0.46220 -0.07633
C 0.26458 1.56723 -0.90036
C -0.51913 2.80365 -1.39098
C -1.73491 3.27826 -0.60894
I -2.32611 5.21629 -1.54326
C -1.66440 3.36234 0.89274
C -0.48596 4.05439 1.55308
C 0.15004 5.25456 0.96402
O 0.77860 3.87473 1.04554
O -2.76428 2.38708 -1.02071
C -3.84670 2.06738 -0.17088
C -4.86400 3.18241 0.12413
O -5.47822 2.95113 1.38546
C -6.44874 1.92760 1.38822
H 1.81854 -0.43523 2.73506
H -1.45721 0.69660 0.22958
H -0.47859 -0.46672 -0.63994
H 0.65795 1.08546 -1.79675
H 1.13697 1.90510 -0.34989
H 0.19236 3.61465 -1.53017
H -0.91361 2.59352 -2.38574
H -2.50906 3.93360 1.28513
H -1.69269 2.39441 1.38632
H -0.57736 4.07285 2.63498
H 0.79915 5.80179 1.63322
H 0.18139 5.46400 -0.09092
H -3.55981 1.58714 0.76826
H -4.38367 1.29479 -0.72543
H -4.39346 4.15498 0.20765
H -5.64004 3.18394 -0.64536
H -6.64788 1.53856 0.38633
H -6.12995 1.09533 2.02019
H -7.38646 2.31347 1.79303
C -2.18930 1.84503 6.00397
S -1.25410 1.06460 4.68252
O -1.67329 1.73500 3.42622
C -2.11131 -0.51026 4.73543
H -1.83246 2.86840 6.09842
H -3.24846 1.84366 5.74710
H -2.01572 1.30763 6.93643
H -3.17496 -0.34775 4.56083
H -1.94492 -0.98044 5.70468
H -1.69231 -1.13077 3.94540
C -5.50167 9.42750 -1.53140
S -5.19844 7.67660 -1.80149
O -4.25862 7.57900 -2.94774
C -6.83594 7.29682 -2.43659
H -4.57370 9.86818 -1.17368
H -5.79676 9.89369 -2.47130
H -6.28090 9.54782 -0.77865
H -7.03711 7.91279 -3.31296
H -7.57676 7.47799 -1.65772
H -6.84190 6.24457 -2.71301
C 2.93101 -2.78036 -0.93365
S 1.72236 -2.69596 -2.25126
O 0.48709 -2.10670 -1.66638
C 1.44499 -4.46748 -2.36668
H 3.20322 -1.76010 -0.66914
H 2.49835 -3.28031 -0.06846
H 3.80982 -3.32413 -1.27787
H 1.11158 -4.84191 -1.39913
H 2.37106 -4.95597 -2.67028
H 0.67490 -4.63380 -3.11714
C 7.39629 -3.01468 -0.58406
S 6.30348 -4.41510 -0.85134
O 5.34453 -4.43648 0.28875
C 7.51238 -5.69193 -0.52746
H 6.80914 -2.10596 -0.70052
H 7.80417 -3.06710 0.42508
H 8.19476 -3.03432 -1.32562
H 7.91541 -5.55802 0.47714
H 8.30874 -5.63918 -1.26968
H 7.01696 -6.65610 -0.61072
C 4.94325 -9.58217 -3.17028
S 5.70824 -9.15119 -1.60484
O 6.94940 -8.39510 -1.92664
C 6.21348 -10.81732 -1.16836
H 4.59687 -8.66010 -3.63184
H 5.68017 -10.06547 -3.81126
H 4.09634 -10.24332 -2.98779
H 6.86150 -11.21429 -1.94938
H 5.32877 -11.44166 -1.04527
H 6.75663 -10.76030 -0.22770

Summary:
* DFT total energy: -3757.86223 Ha
* multiplicity: 1
* E_LUMO: 0.47 eV
* net charge: 0